The following is a DFT calculation (ωB97M-V/def2-TZVPD) of a 8-piece molecular cluster, C39H99F3N6O17S overall.

Computed properties:
Total charge: +4
Largest force on an atom in eV/Å: 3.8
Molecular weight in g/mol: 1013.31
Spin multiplicity: 1
Kohn-Sham gap in eV: 9.85

Each line ends with the Mulliken charge.
CARTESIAN COORDINATES (ANGSTROEM)
C: 2.65021 -3.99637 -9.11536  -0.74
O: 2.69987 -3.03797 -8.04763  -0.34
C: 3.05758 -3.72162 -6.83589  -0.93
C: 2.61660 -2.96053 -5.62046  -0.53
N: 1.11684 -2.55142 -5.71273  0.11
H: 1.16197 -1.56361 -5.96892  0.41
H: 0.68740 -3.09370 -6.47031  0.43
C: 0.37106 -2.65190 -4.44836  -1.37
C: 0.86744 -1.56153 -3.52172  0.49
O: 0.61807 -0.31425 -4.17994  -0.35
C: -0.49041 0.42676 -3.65731  -0.79
H: 2.68944 -3.48802 -10.08464  0.25
H: 1.75847 -4.57508 -9.01901  0.33
H: 3.49449 -4.74454 -9.05005  0.31
H: 4.16273 -3.78387 -6.79321  0.45
H: 2.69208 -4.68925 -6.74787  0.53
H: 3.09418 -2.02821 -5.52131  0.40
H: 2.89389 -3.60977 -4.84186  0.36
H: 0.50333 -3.60880 -4.02742  0.39
H: -0.63668 -2.51484 -4.71114  0.53
H: 1.91558 -1.62334 -3.25510  0.40
H: 0.30544 -1.63967 -2.63892  -0.19
H: -0.35881 1.41934 -4.10080  0.17
H: -0.46822 0.56200 -2.59917  0.36
H: -1.46420 0.06781 -3.96488  0.36
C: 9.22785 4.97844 -0.15948  -0.83
O: 7.99827 4.24725 0.11775  -0.31
C: 8.14812 2.80120 0.10119  -0.60
C: 7.09190 2.26930 0.97324  -0.73
N: 5.78782 2.91005 0.54600  1.17
H: 6.01178 3.57563 -0.20353  0.49
H: 5.20511 2.24060 0.12632  -0.53
C: 5.16796 3.72630 1.61738  -1.11
C: 4.07641 4.61050 1.03480  0.12
O: 4.53262 5.46156 0.06989  -0.20
C: 5.02458 6.63662 0.66832  -0.79
H: 9.83217 4.94854 0.75293  0.33
H: 9.06287 5.97425 -0.45078  0.28
H: 9.72492 4.52586 -1.02558  0.33
H: 9.09279 2.51956 0.54406  0.51
H: 8.01195 2.33230 -0.87501  0.30
H: 7.25970 2.57111 1.97199  0.44
H: 7.07017 1.20879 0.96050  0.34
H: 5.95383 4.23853 2.11090  0.44
H: 4.68780 3.13239 2.37324  0.38
H: 3.44035 5.11118 1.76298  0.59
H: 3.39648 3.89218 0.53762  -0.53
H: 5.36084 7.39768 -0.01755  0.29
H: 5.80512 6.33765 1.38688  0.26
H: 4.24028 7.11618 1.24992  0.35
C: 4.51512 -5.09927 3.17817  -0.79
O: 4.15942 -3.73692 2.73924  -0.37
C: 3.42984 -3.54143 1.55741  -0.98
C: 3.71783 -2.15695 1.05934  -0.42
N: 2.75982 -1.23924 1.73772  1.44
H: 2.96565 -0.31059 1.39984  0.04
H: 1.82520 -1.50672 1.43402  -0.25
C: 2.64715 -1.30241 3.18908  -0.41
C: 1.58454 -0.38676 3.58718  -0.93
O: 1.93192 0.97309 3.15944  -0.06
C: 1.13826 1.87529 3.82036  -0.84
H: 3.66728 -5.57608 3.67981  0.30
H: 5.27130 -4.93434 3.93924  0.26
H: 4.73884 -5.69258 2.33854  0.33
H: 2.37763 -3.68957 1.74286  0.35
H: 3.69737 -4.26842 0.79488  0.70
H: 3.60870 -2.03164 -0.01245  0.47
H: 4.74409 -1.95644 1.36185  0.35
H: 3.63417 -1.09156 3.62626  0.43
H: 2.40590 -2.31702 3.49379  0.36
H: 1.36508 -0.46428 4.68750  0.50
H: 0.64198 -0.66297 3.09852  0.33
H: 1.46419 1.82912 4.85055  0.38
H: 0.09575 1.54773 3.72229  0.32
H: 1.35741 2.89770 3.42073  0.12
C: 0.53427 4.63817 -6.35958  -0.75
O: 1.52962 3.90886 -5.69705  -0.32
C: 2.82091 4.51486 -5.78819  -0.77
C: 3.48020 3.99574 -4.51705  -0.60
N: 2.57621 4.13828 -3.31652  1.04
H: 1.72168 3.71240 -3.68808  0.35
H: 2.93382 3.43410 -2.58722  -0.16
C: 2.21331 5.45539 -2.76850  -0.64
C: 1.28676 5.10825 -1.66011  0.46
O: 0.05589 4.57164 -2.13144  -0.29
C: -0.94628 5.39402 -2.77422  -0.68
H: -0.40131 4.14225 -6.03064  0.21
H: 0.57463 4.57793 -7.44906  0.30
H: 0.60671 5.73771 -6.15080  0.35
H: 2.74560 5.58183 -5.79312  0.43
H: 3.41008 4.23990 -6.59887  0.51
H: 4.46525 4.42263 -4.24099  0.46
H: 3.51016 2.86389 -4.65053  0.26
H: 1.59841 5.91945 -3.54182  0.16
H: 3.08522 6.03724 -2.50874  0.51
H: 1.11330 6.05352 -1.07853  0.50
H: 1.68282 4.35222 -1.01698  -0.88
H: -1.45877 6.00904 -2.05569  0.30
H: -1.70803 4.67021 -3.11634  0.22
H: -0.49491 5.96503 -3.58321  0.29
C: -2.62107 -7.56474 -1.01932  -0.72
O: -3.74871 -6.66163 -1.15589  -0.33
C: -4.29135 -6.23408 0.05151  -0.24
C: -5.41397 -7.25019 0.45622  -1.06
N: -6.39482 -7.43760 -0.67826  -0.14
H: -5.92157 -7.57748 -1.61362  0.44
H: -7.03827 -8.21697 -0.45120  0.42
C: -7.35111 -6.28792 -0.95406  -0.54
C: -8.16889 -6.68778 -2.16039  -0.66
O: -7.32691 -6.88199 -3.29824  -0.37
C: -7.67996 -6.29741 -4.49434  -0.70
H: -2.00352 -7.12913 -0.23662  0.32
H: -2.12876 -7.67704 -1.98791  0.24
H: -2.86673 -8.58130 -0.71048  0.28
H: -4.72001 -5.25060 -0.11368  0.37
H: -3.55189 -6.24776 0.81713  0.40
H: -6.06063 -6.84537 1.23460  0.42
H: -5.15543 -8.18651 0.85337  0.43
H: -6.77437 -5.42290 -1.27791  0.27
H: -7.91529 -6.15377 -0.02536  0.42
H: -8.97453 -5.98701 -2.31935  0.51
H: -8.72739 -7.65258 -2.04429  0.35
H: -7.64338 -5.20798 -4.34380  0.30
H: -8.69891 -6.67415 -4.63171  0.32
H: -6.92057 -6.55485 -5.17547  0.24
C: -8.24438 6.06961 7.22561  -0.79
O: -7.57015 4.89155 7.79764  -0.35
C: -8.41223 4.26632 8.69411  -0.49
C: -7.54528 3.21332 9.39119  -0.75
N: -6.78393 2.35897 8.35593  -0.09
H: -7.49563 1.72327 7.92299  0.38
H: -6.39966 3.02167 7.70220  0.39
C: -5.73501 1.56423 9.08675  -0.56
C: -5.38552 0.33088 8.31888  -0.72
O: -4.70052 0.78709 7.11215  -0.31
C: -4.52612 -0.31774 6.19374  -0.64
H: -7.55926 6.24733 6.38969  0.25
H: -8.20103 6.89369 7.93004  0.32
H: -9.26474 5.92123 6.92845  0.36
H: -9.28151 3.74335 8.26902  0.35
H: -8.77478 4.99067 9.46342  0.39
H: -8.16608 2.49307 9.87317  0.48
H: -6.83330 3.75088 10.05607  0.36
H: -6.15929 1.20247 10.00492  0.43
H: -4.78380 2.12286 9.24877  0.32
H: -6.29785 -0.19522 8.04092  0.39
H: -4.72717 -0.33608 8.84062  0.48
H: -5.56893 -0.66285 5.90659  0.28
H: -3.98376 -1.07461 6.75630  0.29
H: -4.00908 0.12691 5.31854  0.22
C: 1.53402 1.59808 -0.99330  0.31
C: 3.08754 1.50502 -0.84970  0.44
O: 3.52704 0.87907 0.13395  -1.18
O: 3.72410 2.19577 -1.67499  -0.99
H: 1.04381 0.72061 -0.50405  0.07
H: 1.27669 1.57824 -2.08639  -0.43
H: 1.15381 2.54437 -0.56394  0.14
C: -0.55968 -3.90568 -0.84515  0.44
F: -1.26212 -4.88899 -0.25718  -0.16
F: 0.78589 -4.29611 -1.03692  -0.23
F: -1.08425 -3.78163 -2.03257  -0.24
S: -0.68255 -2.32632 0.25056  1.02
O: 0.48074 -2.69034 1.08821  -0.84
O: -0.32949 -1.23502 -0.68683  -0.62
O: -2.01859 -2.44475 0.76677  -0.60